1.
The following is a quantum chemistry calculation of C52H49BrN7O5S3Sm as an isolated structure in a non-equilibrium geometry, from OMol25.

The geometry in XYZ format:
```
118
Properties=species:S:1:pos:R:3:lowdin_spin:R:1
Sm 0.2154 0.2254 0.1627 5.0825
S 0.8883 -3.0704 3.4539 -0.0020
C 0.2066 -1.9666 2.4190 -0.0004
S 0.0071 -0.2968 2.8810 -0.0224
S -0.2930 -2.4202 0.7966 -0.0225
C -3.2731 -0.9738 2.1295 0.0001
O -2.7445 0.0908 1.3256 -0.0005
C -3.4972 1.1996 1.2106 0.0000
C -4.7389 1.3899 1.7905 0.0000
C -5.4036 2.5975 1.5878 0.0001
Br -7.1037 2.8474 2.3852 0.0000
C -4.8650 3.5977 0.8234 0.0000
C -3.6110 3.4080 0.2306 0.0000
C -2.9188 2.2198 0.4396 -0.0001
O -1.6790 2.0127 -0.0587 -0.0032
C -2.9958 4.4329 -0.6126 0.0000
N -1.8725 4.2399 -1.2593 0.0000
C -1.6083 5.4167 -1.9470 0.0000
C -0.5467 5.7489 -2.7858 0.0000
C -0.5390 7.0179 -3.3331 0.0000
C -1.5635 7.9390 -3.0591 0.0000
C -2.6260 7.6172 -2.2347 0.0000
C -2.6240 6.3389 -1.6866 0.0000
N -3.5018 5.6774 -0.8405 0.0000
H -4.2449 -1.2852 1.7380 0.0000
H -3.3647 -0.6511 3.1657 0.0000
H -2.5624 -1.7861 2.0538 0.0000
H -5.1859 0.6270 2.4099 0.0000
H -5.4197 4.5156 0.6774 0.0000
H -1.4058 2.8525 -0.5576 0.0001
H 0.2342 5.0255 -2.9878 0.0000
H 0.2729 7.3137 -3.9870 0.0000
H -1.5205 8.9232 -3.5063 0.0000
H -3.4165 8.3293 -2.0271 0.0000
H -4.3417 6.0586 -0.4436 0.0000
C 3.0724 -1.8022 -6.4528 0.0000
C 3.3197 -0.3818 -5.9260 0.0001
C 4.8290 -0.1621 -5.8120 0.0000
C 2.7400 0.6426 -6.9130 0.0000
C 2.6153 -0.2026 -4.5850 0.0005
C 3.2547 0.2624 -3.4466 -0.0002
C 2.5338 0.3895 -2.2746 -0.0001
N 1.2389 0.0988 -2.1668 -0.0075
C 0.5943 -0.3100 -3.2628 0.0000
C 1.2539 -0.4806 -4.4655 -0.0002
C -0.8703 -0.5743 -3.1049 -0.0001
C -1.6860 -0.8257 -4.1976 -0.0001
C -3.0337 -1.1096 -4.0259 0.0002
C -3.4971 -1.1326 -2.7150 0.0000
C -2.6308 -0.8502 -1.6796 0.0000
N -1.3425 -0.5531 -1.8594 -0.0048
C -3.9809 -1.3686 -5.1912 0.0000
C -3.2490 -1.3948 -6.5334 0.0000
C -4.6812 -2.7211 -4.9908 0.0000
C -5.0281 -0.2454 -5.2207 0.0000
H 3.5962 -1.9373 -7.4018 0.0000
H 2.0129 -1.9978 -6.6294 0.0000
H 3.4442 -2.5501 -5.7480 0.0000
H 5.2946 -0.3560 -6.7801 0.0000
H 5.2802 -0.8384 -5.0814 0.0000
H 5.0694 0.8662 -5.5305 0.0000
H 3.2448 0.5564 -7.8785 0.0000
H 2.8792 1.6613 -6.5427 0.0000
H 1.6706 0.4824 -7.0730 0.0000
H 4.3062 0.5139 -3.4409 0.0000
H 3.0284 0.7255 -1.3706 0.0000
H 0.7066 -0.8446 -5.3233 0.0000
H -1.2644 -0.7940 -5.1901 0.0000
H -4.5305 -1.3596 -2.4849 0.0000
H -2.9715 -0.8620 -0.6531 0.0001
H -2.4804 -2.1725 -6.5576 0.0000
H -2.7825 -0.4322 -6.7598 0.0000
H -3.9641 -1.6091 -7.3298 0.0000
H -3.9532 -3.5334 -4.9227 0.0000
H -5.3409 -2.9214 -5.8385 0.0000
H -5.2904 -2.7347 -4.0850 0.0000
H -4.5554 0.7249 -5.3934 0.0000
H -5.5815 -0.1909 -4.2806 0.0000
H -5.7443 -0.4275 -6.0262 0.0000
O 4.1644 2.2564 2.0562 -0.0001
C 3.9611 3.3932 1.3604 0.0001
C 4.9024 4.4147 1.4882 0.0000
C 4.7378 5.6027 0.8013 0.0001
C 3.6329 5.8052 -0.0281 0.0000
C 2.7085 4.7906 -0.1629 0.0000
C 2.8608 3.5793 0.5142 -0.0003
C 1.8453 2.5231 0.3285 -0.0002
O 0.9771 2.6162 -0.5665 -0.0060
O 1.8760 1.4791 1.0879 -0.0090
H 3.3783 1.6920 1.9280 0.0000
H 5.7506 4.2501 2.1423 0.0000
H 5.4745 6.3883 0.9188 0.0000
H 3.5009 6.7447 -0.5515 0.0000
H 1.8368 4.9086 -0.7941 0.0000
N 6.6239 -3.6570 2.5014 0.0000
C 7.6241 -4.6025 2.4310 0.0000
C 8.6359 -4.9740 3.3118 0.0000
C 9.4794 -5.9851 2.8938 0.0000
C 9.3215 -6.6011 1.6398 0.0000
C 8.3146 -6.2230 0.7743 0.0000
C 7.4513 -5.2050 1.1797 0.0000
N 6.3730 -4.6388 0.5178 0.0000
C 5.9123 -3.7324 1.3334 0.0000
C 4.7585 -2.8673 1.0500 0.0001
C 4.2615 -1.9606 1.9674 -0.0001
C 3.1738 -1.1723 1.6245 0.0001
N 2.5682 -1.2491 0.4410 -0.0038
C 3.0363 -2.1537 -0.4274 0.0000
C 4.1182 -2.9639 -0.1814 -0.0001
H 6.4408 -3.0399 3.2706 0.0000
H 8.7566 -4.5018 4.2793 0.0000
H 10.2804 -6.3104 3.5447 0.0000
H 10.0056 -7.3901 1.3531 0.0000
H 8.1860 -6.6975 -0.1911 0.0000
H 4.6715 -1.8598 2.9645 0.0000
H 2.7475 -0.4868 2.3447 0.0001
H 2.4970 -2.2405 -1.3638 0.0001
H 4.4615 -3.6829 -0.9122 0.0000
```

Results
- Orbital gap (alpha / beta): 0.2079 / 0.2081 hartree
- ΔE to the lowest compared entry with this formula, charge and spin: 0.15 kJ/mol
- Expectation value of S²: 8.76
- Spin multiplicity: 6
- Net charge: 0
- HOMO (alpha / beta): -6.24 / -6.23 eV
- Electronic energy: -7197.280362 Ha

=====

2.
The following is a quantum chemistry calculation of one molecule with the formula C5H4Cl2N2O in a non-equilibrium geometry, from OMol25.

The geometry in XYZ format:
```
14
Properties=species:S:1:pos:R:3:mulliken_charge:R:1
H 3.0311 2.7515 -0.2354 0.2542
N 2.3537 2.4334 -0.9254 -1.0531
N 1.4027 1.7986 -0.5142 0.5336
C 0.7668 0.9042 0.0045 0.2139
C 1.7331 -0.3843 0.9898 -0.0706
Cl 3.4202 -0.2866 0.7202 -0.1275
O 1.2924 -1.6060 0.6479 -0.2408
C -0.0386 -1.7831 0.5078 -0.2274
C -0.9479 -0.8338 0.2764 -0.5013
C -0.6563 0.6203 0.1764 0.2882
Cl -1.2379 1.4467 1.7221 -0.2051
H -0.2960 -2.8306 0.5311 0.4100
H -1.9773 -1.1281 0.1492 0.3468
H -1.2436 1.0949 -0.6156 0.3792
```

Results
- Orbital gap (alpha / beta): 0.2833 / 0.2731 hartree
- ΔE to the lowest compared entry with this formula, charge and spin: 305.68 kJ/mol
- Spin multiplicity: 1
- Net charge: 0
- HOMO (alpha / beta): -8.15 / -8.07 eV
- SMILES: [H]/N=N\C1=C(Cl)OC=C[C@H]1Cl
- Electronic energy: -1297.863199 Ha

=====

3.
The following is a quantum chemistry calculation of one molecule with the formula C4H7NO, from OMol25.

The geometry in XYZ format:
```
13
Properties=species:S:1:pos:R:3:mulliken_charge:R:1
O -1.7341 -1.2536 2.3743 -0.5671
C -1.3650 -0.8760 1.2813 0.0368
N -0.0583 -0.6736 0.9503 -0.1751
C 0.4499 -0.3807 -0.3550 0.0041
C 1.2389 0.8848 -0.5440 -0.5887
C -0.1337 0.7624 -1.1358 -0.6277
H -2.0626 -0.6385 0.4561 0.2994
H 0.5982 -0.9377 1.6734 0.2436
H 0.7760 -1.2447 -0.9338 0.3242
H 1.3473 1.5254 0.3264 0.2729
H 2.1001 0.8568 -1.2047 0.2374
H -0.2244 0.6380 -2.2107 0.2403
H -0.9323 1.3375 -0.6778 0.2999
```

Results
- Orbital gap: 0.3945 hartree
- ΔE to the lowest compared entry with this formula, charge and spin: 120.13 kJ/mol
- Spin multiplicity: 1
- Net charge: 0
- HOMO: -9.70 eV
- SMILES: O=CNC1CC1
- Electronic energy: -286.585891 Ha

=====

4.
The following is a quantum chemistry calculation of one molecule with the formula C8H19NO, from OMol25.

The geometry in XYZ format:
```
29
Properties=species:S:1:pos:R:3:mulliken_charge:R:1
C 0.0550 -3.1465 -0.3035 -1.4506
C -0.3745 -1.7189 -0.6337 -0.4936
C 0.3424 -0.6542 0.2280 1.3781
C 0.1495 -0.9892 1.7113 -2.2387
O 1.7422 -0.7501 0.0028 -0.6284
C -0.1449 0.8022 -0.1137 2.0063
C -1.6188 1.0111 0.2453 -1.9935
C 0.0300 1.1021 -1.6106 -2.2465
C 0.7209 1.8100 0.7033 -1.3399
N 0.7062 3.1967 0.2892 -0.6126
H -0.3591 -3.4749 0.6453 0.3018
H -0.2945 -3.8257 -1.0784 0.4361
H 1.1394 -3.2095 -0.2508 0.3407
H -0.1408 -1.5370 -1.6850 0.3947
H -1.4528 -1.6285 -0.5065 0.2467
H -0.8959 -1.1770 1.9343 0.3852
H 0.7281 -1.8792 1.9387 0.5477
H 0.5202 -0.1898 2.3422 0.4218
H 1.9028 -0.6870 -0.9449 0.4462
H -1.9007 2.0452 0.0520 0.5075
H -1.8016 0.8062 1.2958 0.3614
H -2.2685 0.3782 -0.3540 0.3937
H 1.0733 1.0243 -1.9141 0.4297
H -0.3076 2.1143 -1.8270 0.5592
H -0.5687 0.4328 -2.2223 0.4202
H 1.7600 1.4736 0.6793 0.4507
H 0.3840 1.8020 1.7423 0.3772
H 1.1152 3.3111 -0.6305 0.3075
H -0.2410 3.5580 0.2652 0.2913
```

Results
- Orbital gap: 0.3564 hartree
- ΔE to the lowest compared entry with this formula, charge and spin: 57.53 kJ/mol
- Spin multiplicity: 1
- Net charge: 0
- HOMO: -8.97 eV
- SMILES: CC[C@@](C)(O)C(C)(C)CN
- Electronic energy: -446.210811 Ha

=====

5.
The following is a quantum chemistry calculation of one molecule with the formula C4H10N4 in a non-equilibrium geometry, from OMol25.

The geometry in XYZ format:
```
18
Properties=species:S:1:pos:R:3:mulliken_charge:R:1
H 1.8756 -1.1820 -0.9839 0.2165
N 1.3702 -0.3043 -1.0447 -0.6745
C 0.3617 -0.2178 -0.2712 0.2642
N -0.0773 -1.1280 0.7200 -0.2381
C 0.8072 -2.0543 1.4028 -0.9351
C -0.3979 1.0066 -0.0683 0.6786
C -1.1808 0.9756 1.0605 -1.1162
N -0.4630 1.9883 -1.0331 -0.1004
N -0.2067 1.7579 -2.4038 -0.7178
H -1.0624 -1.3037 0.8476 0.3956
H 1.6570 -2.3183 0.7743 0.2594
H 1.1910 -1.6104 2.3254 0.2581
H 0.2727 -2.9792 1.6368 0.3243
H -2.0797 1.5835 1.0941 0.2798
H -0.8666 0.6876 2.0528 0.2832
H -1.1875 2.6769 -0.8942 0.2490
H -0.7741 0.9755 -2.7404 0.2461
H 0.7607 1.4462 -2.4747 0.3275
```

Results
- Orbital gap: 0.3180 hartree
- ΔE to the lowest compared entry with this formula, charge and spin: 284.31 kJ/mol
- Spin multiplicity: 1
- Net charge: 0
- HOMO: -7.92 eV
- SMILES: [H]/N=C(\NC)C(=C)NN
- Electronic energy: -377.338521 Ha

=====

6.
The following is a quantum chemistry calculation of a 2-piece molecular cluster, C3H8O3S2 overall in a non-equilibrium geometry, from OMol25.

The geometry in XYZ format:
```
16
Properties=species:S:1:pos:R:3:mulliken_charge:R:1
C -0.0803 1.7792 0.1124 -1.4000
C -0.2451 0.3667 0.7697 -0.3363
C 1.0468 -0.9331 -0.2114 0.6663
O 2.3316 -0.5272 0.0917 -0.4735
O 0.8123 -0.9074 -1.5787 -0.4399
O 0.5963 -2.1083 0.4429 -0.5049
S -2.6444 -0.2152 -1.1284 -0.1631
S -1.9062 -0.5022 0.8101 -0.1380
H -0.7977 2.3863 0.6076 0.3998
H 0.9427 1.9737 0.0912 0.4322
H -0.3622 1.7108 -0.9407 0.3549
H 0.0129 0.4280 1.7909 0.5145
H 2.5824 -0.8123 1.0143 0.3426
H 0.8510 -1.7473 -2.0257 0.3180
H -0.2166 -1.9157 0.8857 0.2779
H -2.9236 1.0239 -0.7315 0.1496
```

Results
- Orbital gap: 0.3207 hartree
- ΔE to the lowest compared entry with this formula, charge and spin: 253.43 kJ/mol
- Spin multiplicity: 1
- Net charge: 0
- HOMO: -8.38 eV
- Electronic energy: -1141.128938 Ha